--- w ---
Below is a cluster of 7 separate species, C18H49N7O7 in total, with properties calculated with ωB97M-V/def2-TZVPD.

Positions of all 81 atoms, in Å:
C: 19.835 2.502 0.800
C: 19.708 1.104 1.472
C: 18.650 0.277 0.812
C: 21.101 0.397 1.203
C: 21.342 -0.831 2.124
C: 21.226 -0.453 3.576
C: 19.726 0.042 3.963
C: 18.765 -1.207 3.781
C: 19.641 0.452 5.425
N: 19.428 1.166 2.963
O: 18.337 2.048 3.233
H: 18.870 2.997 0.915
H: 20.513 3.156 1.348
H: 20.033 2.624 -0.265
H: 18.770 0.188 -0.268
H: 18.622 -0.739 1.205
H: 17.638 0.611 1.042
H: 21.063 -0.066 0.217
H: 21.911 1.125 1.160
H: 20.819 -1.736 1.816
H: 22.382 -1.112 1.954
H: 22.012 0.272 3.787
H: 21.599 -1.237 4.235
H: 17.835 -0.741 3.456
H: 18.569 -1.666 4.751
H: 18.975 -2.089 3.176
H: 19.631 -0.312 6.202
H: 18.693 0.959 5.606
H: 20.451 1.147 5.647
H: 17.604 1.559 2.852
N: 14.407 -5.189 -13.103
C: 14.021 -6.071 -13.928
N: 12.748 -6.268 -13.956
O: 14.835 -6.612 -14.685
H: 13.881 -4.665 -12.418
H: 15.403 -5.020 -13.086
H: 12.316 -6.863 -14.648
H: 12.274 -5.680 -13.285
N: 9.933 -4.431 -3.889
C: 10.983 -4.644 -4.645
N: 11.892 -3.660 -4.501
O: 11.158 -5.698 -5.218
H: 9.176 -5.096 -3.827
H: 9.794 -3.457 -3.662
H: 11.765 -2.745 -4.093
H: 12.773 -3.856 -4.956
N: 29.338 -2.829 -8.571
C: 28.162 -3.373 -8.839
N: 27.120 -2.616 -8.532
O: 28.028 -4.516 -9.189
H: 29.370 -1.849 -8.329
H: 30.170 -3.316 -8.270
H: 26.231 -3.033 -8.768
H: 27.287 -1.855 -7.891
C: 19.926 -2.450 -6.920
C: 18.530 -2.732 -6.406
O: 17.709 -3.188 -7.406
H: 19.843 -1.679 -7.686
H: 20.352 -3.355 -7.353
H: 20.592 -2.108 -6.127
H: 18.088 -1.863 -5.920
H: 18.392 -3.541 -5.688
H: 17.716 -4.147 -7.377
C: 15.832 -9.624 -5.555
C: 15.547 -9.844 -7.051
O: 15.101 -8.640 -7.590
H: 15.937 -10.609 -5.102
H: 15.166 -8.932 -5.039
H: 16.822 -9.195 -5.401
H: 14.777 -10.569 -7.313
H: 16.438 -10.179 -7.581
H: 14.250 -8.511 -7.165
C: 14.522 3.144 -7.092
C: 15.615 2.755 -8.060
O: 16.023 3.826 -8.836
H: 14.898 3.966 -6.483
H: 14.235 2.230 -6.572
H: 13.641 3.559 -7.582
H: 15.383 1.904 -8.700
H: 16.476 2.550 -7.424
H: 16.307 4.556 -8.280

Output
SMILES: CC1(C)CCCC(C)(C)N1O.NC(N)=O.NC(N)=O.NC(N)=O.CCO.CCO.CCO
Lowest unoccupied orbital energy: 0.24 eV
Net charge: 0

=====

--- x ---
Below is a cluster of 5 separate species, C18H49N7O7 in total, with properties calculated with ωB97M-V/def2-TZVPD.

Positions of all 81 atoms, in Å:
C: 1.574 2.106 4.201
O: 0.562 1.193 4.625
C: -0.085 0.618 3.461
C: -1.345 -0.235 3.872
C: -1.000 -1.666 4.208
N: -2.354 -0.185 2.877
H: 2.082 2.554 5.055
H: 1.097 2.871 3.587
H: 2.403 1.595 3.712
H: -0.490 1.387 2.803
H: 0.660 0.188 2.791
H: -1.726 0.113 4.832
H: -0.481 -1.798 5.157
H: -0.368 -2.179 3.482
H: -1.901 -2.276 4.277
H: -2.709 0.752 3.004
H: -3.098 -0.837 3.081
C: -1.594 -4.725 0.204
O: -0.281 -4.528 0.773
C: 0.782 -4.747 -0.179
C: 2.085 -4.340 0.555
N: 3.338 -4.658 -0.138
C: 4.536 -3.825 0.203
C: 4.295 -2.383 -0.317
O: 4.051 -2.273 -1.753
C: 3.609 -0.982 -2.178
H: -1.734 -3.915 -0.512
H: -2.273 -4.629 1.051
H: -1.681 -5.772 -0.089
H: 0.634 -4.115 -1.054
H: 0.764 -5.781 -0.526
H: 2.078 -4.886 1.498
H: 2.012 -3.278 0.786
H: 3.139 -4.317 -1.067
H: 5.468 -4.283 -0.126
H: 4.746 -3.720 1.267
H: 5.166 -1.800 -0.018
H: 3.442 -1.900 0.159
H: 4.468 -0.335 -1.999
H: 2.635 -0.803 -1.723
H: 3.486 -0.942 -3.260
C: -0.299 1.517 -3.557
O: -1.117 1.923 -2.499
C: -1.822 3.126 -2.894
C: -2.771 3.683 -1.752
N: -2.238 4.612 -0.876
C: -1.077 4.084 -0.101
C: -0.416 4.996 1.037
O: 0.433 5.928 0.523
C: 0.918 6.735 1.584
H: -0.728 1.420 -4.555
H: 0.024 0.509 -3.296
H: 0.650 2.047 -3.481
H: -2.406 3.008 -3.807
H: -1.031 3.849 -3.096
H: -3.146 2.801 -1.235
H: -3.618 4.197 -2.207
H: -1.947 5.407 -1.428
H: -0.305 3.728 -0.784
H: -1.392 3.180 0.420
H: 0.125 4.262 1.633
H: -1.271 5.447 1.540
H: 1.527 6.147 2.270
H: 0.176 7.211 2.225
H: 1.569 7.446 1.074
N: -1.491 0.103 -0.415
C: -0.967 -1.084 -0.582
N: -0.847 -1.610 0.591
O: -0.580 -1.543 -1.623
H: -1.667 0.247 0.569
H: -1.406 0.859 -1.080
H: -1.069 -1.146 1.460
H: -0.528 -2.566 0.649
N: -1.451 -2.335 -4.174
C: -2.293 -1.439 -4.607
N: -2.953 -0.853 -3.645
O: -2.570 -1.168 -5.750
H: -1.102 -2.233 -3.231
H: -0.871 -2.858 -4.815
H: -2.518 -0.835 -2.734
H: -3.515 -0.067 -3.938

Output
SMILES: COC[C@H](C)N.COCCNCCOC.COCCNCCOC.NC(N)=O.NC(N)=O
Lowest unoccupied orbital energy: 0.36 eV
Net charge: 0

=====

w is the most stable structure; the next one sits 26.6 kJ/mol above it.